(1)
Formula: C5H9O
Source: the OMol25 dataset
Level of theory: ωB97M-V/def2-TZVPD

```
! wB97M-V def2-TZVPD RIJCOSX def2/J DEFGRID3
* xyz -1 1
C -0.91 0.43 -1.37
O -3.43 -0.96 -2.28
C -0.03 0.47 -0.15
C 1.17 -0.34 -0.15
C 1.72 -0.69 1.12
C 1.80 0.18 2.18
H -1.79 1.07 -1.24
H -3.45 -1.42 -1.42
H -0.51 0.52 0.83
H -1.28 -0.57 -1.59
H 1.00 1.08 -0.23
H -0.36 0.78 -2.25
H 2.28 -1.59 1.34
H 2.31 -0.16 3.07
H 1.47 1.20 2.12
*
```

## Properties
Total energy, a.u.: -270.9553
Orbital gap, eV: 5.28
Strongest force on any atom, eV/Å: 2.95

Results of the Mulliken charge analysis, in e, for atoms 1 through 5: number 1, C, carries -0.99; number 2, O, carries -1.12; number 3, C, carries 0.31; number 4, C, carries -0.38; number 5, C, carries -0.10

***

(2)
Formula: C48H52F5N9
Source: the OMol25 dataset
Level of theory: ωB97M-V/def2-TZVPD

```
! wB97M-V def2-TZVPD RIJCOSX def2/J DEFGRID3
* xyz 0 1
F -3.97 -1.79 -4.48
C -2.60 -2.09 -4.62
C -1.99 -2.76 -3.62
C -0.63 -3.12 -3.76
C 0.06 -2.87 -4.95
C -0.55 -2.08 -5.93
C -1.90 -1.66 -5.78
H -2.62 -3.08 -2.81
H -0.22 -3.92 -3.16
H 1.07 -3.22 -5.15
H -0.09 -1.70 -6.84
H -2.39 -1.19 -6.62
F -2.01 -0.66 -1.18
C -1.24 0.11 -0.44
C -1.73 1.40 -0.25
C -1.00 2.29 0.54
C 0.17 1.86 1.18
C 0.68 0.61 0.93
C -0.02 -0.29 0.10
H -2.69 1.58 -0.70
H -1.46 3.21 0.88
H 0.61 2.50 1.93
H 1.61 0.32 1.38
H 0.35 -1.29 -0.08
F 0.83 -3.72 1.10
C -0.46 -3.99 0.85
C -0.82 -4.96 -0.12
C -2.16 -5.23 -0.42
C -3.13 -4.53 0.24
C -2.78 -3.56 1.19
C -1.50 -3.35 1.52
H -0.04 -5.42 -0.71
H -2.39 -5.87 -1.26
H -4.12 -4.82 -0.07
H -3.66 -3.14 1.66
H -1.32 -2.59 2.27
F 1.69 -3.10 -1.52
C 2.55 -3.31 -2.50
C 3.03 -4.60 -2.83
C 4.02 -4.81 -3.77
C 4.61 -3.67 -4.44
C 4.17 -2.41 -4.11
C 3.10 -2.22 -3.15
H 2.59 -5.39 -2.23
H 4.40 -5.79 -4.02
H 5.32 -3.84 -5.23
H 4.60 -1.51 -4.54
H 2.78 -1.25 -2.78
F 1.09 -1.05 3.51
C 1.26 -1.98 4.48
C 0.24 -2.77 5.03
C 0.57 -3.83 5.88
C 1.77 -3.91 6.46
C 2.81 -3.10 6.04
C 2.57 -2.15 4.96
H -0.77 -2.57 4.72
H -0.18 -4.47 6.31
H 1.99 -4.76 7.08
H 3.77 -3.08 6.53
H 3.36 -1.54 4.54
C -4.93 -0.23 -1.82
C -5.59 1.02 -2.03
N -6.12 2.05 -2.20
H -4.31 -0.31 -2.71
H -5.76 -0.93 -1.79
H -4.32 -0.16 -0.92
C 0.40 5.79 5.21
C -0.18 5.12 3.98
N -0.64 4.64 3.05
H 0.64 6.86 5.19
H 1.26 5.26 5.60
H -0.49 5.79 5.83
C 3.90 1.05 -1.00
C 4.35 2.35 -1.45
N 4.69 3.41 -1.81
H 2.81 0.94 -1.01
H 4.37 0.78 -0.05
H 4.30 0.44 -1.81
C 1.31 4.34 -0.90
C 1.02 4.26 -2.35
N 0.77 4.21 -3.46
H 0.39 4.81 -0.55
H 2.21 4.94 -0.88
H 1.42 3.32 -0.53
C -4.43 4.47 -1.82
C -3.63 5.68 -1.62
N -2.96 6.62 -1.47
H -4.30 4.27 -2.88
H -5.48 4.55 -1.56
H -3.97 3.66 -1.24
C -0.39 0.77 -4.07
C -1.49 1.70 -3.89
N -2.38 2.38 -3.77
H 0.46 1.44 -3.96
H -0.36 0.41 -5.09
H -0.25 0.00 -3.31
C -3.01 -0.02 2.71
C -3.24 -0.69 3.98
N -3.45 -1.29 4.95
H -3.89 0.40 2.22
H -2.46 -0.75 2.11
H -2.33 0.81 2.93
C -0.29 1.62 4.99
C 1.13 2.05 5.32
N 2.24 2.32 5.57
H -0.76 0.87 5.63
H -0.44 1.36 3.94
H -0.97 2.47 5.04
C 4.96 5.61 1.03
C 4.01 4.50 1.17
N 3.33 3.57 1.29
H 4.53 6.59 1.26
H 5.33 5.61 0.01
H 5.77 5.36 1.71
*
```

## Properties
Total energy, a.u.: -2852.2144
Orbital gap, eV: 9.91
Strongest force on any atom, eV/Å: 4.14

Results of the Mulliken charge analysis, in e, for atoms 1 through 5: number 1, F, carries -0.40; number 2, C, carries 0.50; number 3, C, carries -0.40; number 4, C, carries -0.19; number 5, C, carries -0.52

***

(3)
Formula: C8H9N4O3
Source: the OMol25 dataset
Level of theory: ωB97M-V/def2-TZVPD

```
! wB97M-V def2-TZVPD RIJCOSX def2/J DEFGRID3
* xyz 1 1
C 1.17 2.06 -0.91
C 1.65 0.90 -0.47
C 2.05 -0.27 -0.03
C 0.21 -1.79 -0.42
C -0.62 0.00 1.04
C -1.59 0.08 -1.21
C -2.56 0.72 -0.14
C -0.45 -0.39 -0.38
N 0.92 3.07 -1.37
N 1.50 -1.53 -0.10
N -1.83 0.54 1.10
N 3.28 -0.27 0.78
O -0.28 -2.87 -0.49
O 0.26 -0.14 1.88
O -3.69 -0.11 -0.09
H -2.08 -0.67 -1.81
H -1.14 0.75 -1.84
H -2.68 1.78 -0.31
H 1.98 -2.35 0.05
H -2.08 0.83 2.03
H 3.59 0.77 0.55
H 3.93 -0.91 0.40
H 3.00 -0.51 1.75
H -4.55 0.31 -0.02
*
```

## Properties
Total energy, a.u.: -754.5731
Orbital gap (alpha / beta), eV: 6.97 / 6.97
Strongest force on any atom, eV/Å: 4.95

Results of the Mulliken charge analysis, in e, for atoms 1 through 5: number 1, C, carries 0.09; number 2, C, carries 0.48; number 3, C, carries -0.19; number 4, C, carries -0.29; number 5, C, carries 0.79

***

(4)
Formula: C30H22BrEuIN4O3
Source: the OMol25 dataset
Level of theory: ωB97M-V/def2-TZVPD

```
! wB97M-V def2-TZVPD RIJCOSX def2/J DEFGRID3
* xyz 0 8
Eu -0.03 0.50 0.36
Br -6.51 -1.08 4.21
C -4.77 -0.84 3.50
C -3.73 -1.66 3.94
C -2.47 -1.51 3.43
C -2.17 -0.52 2.45
O -0.98 -0.45 1.96
C -3.23 0.34 2.04
C -3.09 1.44 1.13
N -1.99 1.91 0.63
C -2.07 3.05 -0.20
C -3.08 3.99 -0.11
C -3.16 5.07 -1.02
C -2.23 5.22 -2.00
C -1.13 4.33 -2.08
C -0.10 4.49 -3.03
C 0.96 3.63 -3.02
C 0.99 2.61 -2.06
N 0.04 2.41 -1.18
C -1.03 3.25 -1.16
C -4.53 0.14 2.57
H -3.93 -2.42 4.69
H -1.65 -2.15 3.75
H -4.03 1.92 0.87
H -3.82 3.93 0.67
H -3.98 5.77 -0.93
H -2.29 6.04 -2.71
H -0.16 5.30 -3.74
H 1.78 3.73 -3.72
H 1.83 1.92 -2.02
H -5.34 0.77 2.24
C 4.35 2.13 1.23
C 4.37 0.73 0.69
N 5.53 0.15 0.49
C 5.57 -1.10 0.01
C 4.46 -1.84 -0.29
C 4.65 -3.24 -0.82
O 3.97 -3.44 -2.06
C 3.17 -1.25 -0.08
C 2.01 -2.05 -0.33
N 0.76 -1.68 -0.31
C -0.19 -2.69 -0.50
C -0.03 -3.97 0.05
C -0.93 -4.99 -0.18
C -2.05 -4.76 -0.97
C -2.27 -3.50 -1.50
C -1.35 -2.49 -1.25
I -1.78 -0.54 -2.03
C 3.12 0.09 0.41
O 2.03 0.73 0.60
H 5.37 2.50 1.32
H 3.87 2.14 2.21
H 3.77 2.79 0.58
H 6.57 -1.51 -0.15
H 4.29 -3.97 -0.08
H 5.72 -3.40 -0.94
H 4.52 -3.95 -2.65
H 2.21 -3.08 -0.60
H 0.82 -4.14 0.71
H -0.77 -5.96 0.27
H -2.76 -5.55 -1.17
H -3.14 -3.30 -2.11
*
```

## Properties
Expectation value of S²: 15.7611
Total energy, a.u.: -5183.2629
Orbital gap (alpha / beta), eV: 5.00 / 7.02
Strongest force on any atom, eV/Å: 3.14

Results of the Mulliken charge analysis, in e, for atoms 1 through 5: number 1, Eu, carries 0.78; number 2, Br, carries -0.23; number 3, C, carries -0.24; number 4, C, carries -0.37; number 5, C, carries -0.70

***

> total energy of number 2 (C48H52F5N9)?

-2852.2144 a.u.